{"formula": "C31H30BaCl5N5S2Si", "method": "ωB97M-V/def2-TZVPD", "charge": 0, "mol_weight_g_mol": 879.4, "energy_ev": -132940.3284, "lumo_ev": 0.07, "homo_lumo_gap_ev": 6.75, "e_above_lowest_ev": 0.000, "homo_ev": -6.68, "species": ["Ba", "C", "Si", "C", "N", "C", "C", "C", "C", "C", "C", "C", "C", "C", "C", "C", "C", "C", "C", "C", "C", "C", "H", "H", "H", "H", "H", "H", "H", "H", "H", "H", "H", "H", "H", "H", "H", "H", "H", "H", "H", "H", "H", "H", "H", "H", "N", "C", "N", "C", "C", "S", "C", "C", "S", "C", "N", "N", "H", "H", "H", "H", "H", "H", "Cl", "C", "C", "C", "Cl", "C", "Cl", "C", "Cl", "C", "Cl"], "xyz": [[1.46113, -0.50316, -0.68356], [0.84873, -0.34622, 2.01003], [-0.85702, 0.20398, 2.11278], [-1.89039, -0.92252, 0.97283], [-1.49844, -0.91184, -0.45179], [-1.87697, -2.17200, -1.12376], [-3.35047, -2.23005, -1.50738], [-3.69354, -1.07463, -2.47325], [-2.54683, -0.06745, -2.54907], [-2.05132, 0.26986, -1.15154], [-0.97101, 1.99870, 1.49150], [0.18196, 2.73178, 1.19624], [0.11230, 4.06198, 0.78690], [-1.11991, 4.67750, 0.62571], [-2.27960, 3.96688, 0.90565], [-2.19690, 2.65541, 1.34813], [-1.80642, 0.19267, 3.75284], [-1.94612, 1.33517, 4.54322], [-2.58228, 1.29456, 5.77732], [-3.10205, 0.09936, 6.25169], [-2.97713, -1.05175, 5.48595], [-2.33575, -0.99956, 4.25662], [0.94806, -1.35942, 2.42794], [1.54468, 0.30466, 2.55464], [-2.97697, -0.78295, 1.08655], [-1.67152, -1.92483, 1.36120], [-1.60632, -2.99071, -0.45608], [-1.26691, -2.29487, -2.02108], [-3.96679, -2.17652, -0.60713], [-3.56130, -3.19862, -1.96508], [-4.59271, -0.55811, -2.12791], [-3.92055, -1.45649, -3.47000], [-2.87124, 0.85114, -3.04192], [-1.72546, -0.45794, -3.15092], [-2.89019, 0.67913, -0.57179], [-1.30606, 1.07548, -1.18775], [1.15537, 2.27065, 1.34717], [1.02315, 4.62655, 0.62547], [-1.17778, 5.71078, 0.30675], [-3.24635, 4.44289, 0.79752], [-3.11256, 2.12676, 1.59582], [-1.55052, 2.28235, 4.19212], [-2.67275, 2.19811, 6.36801], [-3.59987, 0.06412, 7.21268], [-3.37917, -1.99010, 5.84818], [-2.24611, -1.91801, 3.68442], [3.77643, -3.40273, 0.82057], [4.42794, -2.20986, 0.88075], [4.04379, -1.15987, 0.20714], [4.89149, -0.09179, 0.45808], [5.87906, -0.32790, 1.35007], [5.80832, -1.96572, 1.88583], [4.68578, 1.17878, -0.25262], [5.66651, 2.06322, -0.53750], [5.01178, 3.42914, -1.36010], [3.45347, 2.68918, -1.29522], [3.41396, 1.52817, -0.69384], [2.37184, 3.27596, -1.86483], [3.24028, -3.58146, -0.01642], [4.20968, -4.21102, 1.23101], [6.60958, 0.36193, 1.73560], [6.72187, 1.97094, -0.34825], [2.44921, 4.21344, -2.21676], [1.45416, 3.00785, -1.54402], [1.43814, -4.00817, -1.91170], [1.04270, -2.97659, -3.33634], [1.01935, -1.62952, -3.12608], [0.67475, -0.87047, -4.20982], [0.63330, 0.90478, -3.96983], [0.35351, -1.38693, -5.45873], [-0.09593, -0.37244, -6.77644], [0.39763, -2.77633, -5.61817], [0.01613, -3.47734, -7.14362], [0.74968, -3.59845, -4.54236], [0.80347, -5.30955, -4.73224]], "forces_ev_per_angstrom": [[-0.280, 0.305, 0.289], [-0.032, -0.111, 0.394], [0.027, 0.195, -0.082], [-0.008, -0.041, 0.009], [0.119, -0.128, 0.010], [-0.007, 0.014, -0.008], [-0.019, -0.035, -0.019], [-0.044, -0.012, 0.013], [-0.003, 0.080, -0.017], [-0.003, -0.018, 0.038], [0.029, 0.038, 0.011], [0.010, 0.026, 0.093], [0.038, -0.046, -0.025], [0.024, 0.021, -0.009], [-0.020, -0.020, 0.022], [-0.045, -0.063, -0.018], [-0.070, -0.031, 0.010], [0.005, 0.036, 0.016], [0.007, -0.006, -0.017], [0.000, -0.006, 0.006], [-0.007, 0.020, 0.014], [-0.016, -0.032, 0.003], [0.028, -0.006, -0.037], [0.024, -0.019, -0.015], [0.001, 0.034, 0.022], [-0.037, -0.007, -0.003], [-0.030, -0.010, 0.002], [0.005, 0.017, 0.000], [0.027, 0.026, 0.017], [-0.012, 0.006, 0.001], [-0.005, -0.008, -0.004], [0.030, -0.002, -0.005], [-0.012, 0.000, 0.012], [-0.002, -0.037, -0.003], [-0.003, -0.009, -0.023], [0.014, -0.013, -0.006], [-0.020, -0.002, -0.046], [0.028, -0.002, -0.049], [0.004, -0.002, -0.002], [-0.001, 0.002, -0.001], [-0.004, 0.003, -0.001], [0.005, -0.003, -0.017], [-0.003, -0.001, 0.002], [-0.003, -0.002, -0.002], [0.001, -0.002, 0.000], [0.010, 0.015, -0.011], [-0.006, -0.040, -0.002], [-0.219, -0.042, -0.122], [0.358, -0.002, -0.023], [-0.095, 0.046, -0.032], [0.003, 0.003, -0.002], [0.074, 0.036, 0.084], [-0.091, -0.067, 0.052], [0.020, -0.012, 0.016], [0.102, 0.031, -0.028], [-0.193, -0.132, 0.028], [0.342, 0.239, -0.041], [-0.098, 0.076, -0.047], [0.001, 0.018, -0.001], [0.016, 0.016, 0.011], [0.005, -0.012, 0.007], [-0.002, 0.013, 0.005], [0.014, 0.003, 0.027], [0.031, -0.003, 0.059], [-0.063, 0.102, -0.238], [0.054, -0.276, 0.154], [-0.034, -0.162, -0.257], [0.017, 0.269, -0.090], [0.050, -0.244, -0.062], [-0.009, -0.062, 0.009], [-0.002, 0.003, -0.006], [0.000, 0.002, 0.004], [-0.005, -0.007, -0.015], [-0.018, 0.053, -0.054], [-0.001, -0.007, 0.003]]}

---

{"formula": "C22H29BrN4O4S3V", "method": "ωB97M-V/def2-TZVPD", "charge": 1, "mol_weight_g_mol": 640.5, "energy_ev": -165665.8741, "lumo_ev": [-5.23, -5.22], "homo_lumo_gap_ev": [6.29, 6.30], "homo_ev": [-11.52, -11.52], "species": ["V", "C", "C", "N", "N", "C", "N", "S", "C", "C", "C", "C", "C", "N", "H", "H", "H", "H", "H", "H", "H", "H", "H", "C", "C", "C", "C", "C", "C", "C", "Br", "C", "O", "C", "C", "C", "C", "C", "C", "H", "H", "H", "H", "H", "H", "H", "H", "H", "H", "H", "H", "H", "H", "H", "H", "H", "H", "H", "H", "O", "S", "O", "O", "S"], "xyz": [[-1.53672, 2.24062, 0.06976], [-5.03511, 1.09866, 2.46048], [-3.86915, 1.16359, 1.54060], [-2.86556, 1.95885, 1.69820], [-2.91234, 2.77846, 2.78465], [-1.81879, 3.46188, 2.93336], [-1.68718, 4.29588, 3.97093], [-0.46327, 3.30625, 1.85951], [-3.75961, 0.26442, 0.39184], [-4.62250, -0.78929, 0.15258], [-4.34975, -1.65040, -0.90027], [-3.21243, -1.44538, -1.65982], [-2.40173, -0.36319, -1.36656], [-2.68477, 0.48559, -0.37961], [-5.09851, 1.99987, 3.05860], [-4.92609, 0.24407, 3.13394], [-5.95379, 0.96701, 1.89009], [-2.45643, 4.40174, 4.61132], [-0.91922, 4.94048, 4.01998], [-5.48240, -0.94174, 0.78734], [-5.01060, -2.48003, -1.11108], [-2.94695, -2.10221, -2.47527], [-1.50171, -0.17297, -1.93308], [3.82224, -2.66469, -2.82440], [4.37658, -1.44932, -2.06676], [5.20002, -0.60532, -3.03937], [5.29701, -1.92423, -0.93302], [3.20999, -0.66668, -1.47194], [2.97734, 0.66800, -1.77634], [1.88089, 1.32262, -1.25121], [1.67563, 3.15502, -1.60463], [0.99322, 0.63743, -0.40972], [-0.16265, 1.27241, -0.06016], [1.26937, -0.66474, 0.04560], [2.36256, -1.28169, -0.55497], [0.55319, -1.43934, 1.16304], [1.62298, -1.93838, 2.15471], [-0.43622, -0.61640, 1.99350], [-0.18012, -2.64608, 0.56590], [4.64422, -3.23812, -3.25498], [3.16401, -2.35200, -3.63687], [3.26143, -3.33129, -2.16751], [6.00689, -1.21321, -3.44872], [5.65669, 0.25459, -2.54592], [4.59905, -0.24847, -3.87791], [6.14135, -2.47499, -1.35007], [4.78094, -2.58829, -0.23841], [5.68958, -1.07789, -0.36710], [3.64211, 1.22095, -2.42239], [2.58075, -2.30156, -0.27174], [2.18858, -1.10213, 2.56840], [2.32740, -2.63439, 1.70343], [1.13363, -2.45941, 2.97837], [0.00254, 0.31299, 2.35992], [-0.72999, -1.20896, 2.86122], [-1.34531, -0.38472, 1.44472], [0.50089, -3.30530, 0.02678], [-0.96195, -2.32949, -0.12720], [-0.64945, -3.22599, 1.36306], [-2.95814, 5.08061, -2.12445], [-2.41625, 3.96111, -1.45852], [-3.29376, 3.23410, -0.45962], [-1.21185, 4.18400, -0.55900], [-1.70078, 2.40710, -2.46316]], "forces_ev_per_angstrom": [[-0.200, 0.029, -0.104], [0.006, -0.014, -0.003], [-0.029, -0.003, -0.010], [0.002, -0.056, 0.030], [-0.013, 0.013, 0.059], [0.013, 0.111, -0.057], [-0.065, -0.044, 0.031], [0.101, -0.123, -0.068], [0.037, 0.000, -0.024], [-0.011, 0.010, 0.014], [0.007, -0.005, -0.002], [0.004, 0.007, -0.012], [-0.024, 0.013, 0.013], [0.043, 0.064, 0.012], [0.010, 0.009, -0.001], [-0.011, 0.005, 0.007], [-0.001, -0.005, 0.002], [0.004, 0.005, 0.003], [0.013, -0.012, -0.007], [0.002, -0.002, 0.002], [-0.004, 0.000, 0.001], [-0.005, -0.004, -0.001], [0.006, -0.011, -0.006], [-0.004, -0.008, 0.016], [0.013, -0.016, -0.008], [-0.001, 0.016, 0.001], [0.005, -0.014, 0.002], [0.024, -0.020, -0.023], [-0.009, 0.072, -0.015], [0.059, -0.136, 0.011], [0.001, -0.035, 0.044], [-0.233, -0.023, -0.040], [0.293, 0.212, 0.201], [0.150, -0.001, -0.139], [-0.045, 0.009, 0.047], [-0.016, 0.021, 0.058], [0.003, -0.007, -0.003], [-0.010, -0.017, 0.001], [-0.017, -0.017, 0.003], [0.004, 0.000, 0.000], [-0.002, 0.003, -0.002], [-0.003, 0.000, -0.003], [0.000, -0.006, 0.001], [-0.002, 0.000, 0.001], [-0.003, 0.000, 0.001], [0.000, 0.001, -0.004], [-0.004, 0.002, 0.004], [-0.002, 0.004, 0.000], [0.001, -0.004, 0.002], [0.000, 0.005, -0.001], [0.001, 0.002, 0.000], [0.000, 0.004, 0.001], [-0.008, -0.002, 0.002], [0.006, 0.000, -0.002], [-0.001, 0.003, 0.002], [0.010, -0.005, -0.008], [0.005, 0.003, 0.000], [0.003, -0.004, 0.004], [0.001, -0.002, -0.001], [0.005, -0.001, 0.014], [-0.100, 0.138, -0.029], [-0.026, -0.039, -0.033], [-0.021, -0.078, 0.023], [0.033, -0.048, -0.007]]}